{
  "formula": "C14H8ClNO6RuSe2Te2",
  "method": "the ωB97M-V functional and the def2-TZVPD basis",
  "elements": ["Te", "Te", "Ru", "Se", "Se", "Cl", "O", "O", "O", "O", "O", "O", "N", "C", "C", "C", "C", "C", "C", "C", "C", "C", "C", "C", "C", "C", "C", "H", "H", "H", "H", "H", "H", "H", "H"],
  "xyz": [[0.411, -2.462, 3.748], [-1.532, -3.357, 2.136], [0.326, -0.288, 0.330], [1.538, -0.957, 2.133], [-1.723, -1.331, 0.664], [6.263, 1.795, -5.220], [-2.757, 1.107, -0.619], [-4.796, 0.890, -6.545], [-0.541, 0.975, -0.934], [2.012, 1.045, -0.065], [-5.646, 0.952, -4.569], [1.536, -0.729, -1.196], [-4.705, 0.923, -5.333], [5.096, 1.368, -4.012], [-3.347, 0.926, -4.751], [3.465, -0.161, -3.175], [-1.934, 0.981, -2.841], [3.952, 1.881, -1.981], [-3.214, 0.986, -3.379], [-0.990, 0.860, -5.056], [4.885, 2.226, -2.943], [4.397, 0.176, -4.140], [3.244, 0.690, -2.097], [-1.790, 1.027, -1.343], [-0.827, 0.914, -3.679], [2.244, 0.343, -1.076], [-2.260, 0.865, -5.607], [3.760, 2.531, -1.138], [-2.422, 0.822, -6.673], [4.585, -0.470, -4.985], [5.443, 3.148, -2.873], [-0.125, 0.812, -5.704], [-4.077, 1.037, -2.733], [2.904, -1.083, -3.251], [0.161, 0.903, -3.240]],
  "forces_ev_per_angstrom": [[0.0, 0.0, -0.1], [0.1, 0.0, 0.0], [-0.2, -0.2, 0.3], [-0.1, 0.0, 0.0], [0.1, 0.1, 0.0], [0.0, 0.0, 0.0], [-0.1, -0.1, 0.0], [0.0, 0.0, 0.0], [-0.1, 0.0, -0.2], [0.0, 0.0, 0.0], [0.0, 0.0, 0.0], [0.0, 0.0, 0.0], [0.0, 0.0, 0.0], [0.0, 0.0, 0.0], [0.0, 0.0, 0.0], [0.0, 0.0, 0.0], [0.0, 0.1, 0.0], [0.0, 0.0, 0.0], [0.0, 0.0, 0.0], [0.0, 0.0, 0.0], [0.0, 0.0, 0.0], [0.0, 0.0, 0.0], [0.0, 0.0, 0.0], [0.2, 0.1, 0.0], [0.0, 0.0, 0.0], [0.0, 0.0, 0.0], [0.0, 0.0, 0.0], [0.0, 0.0, 0.0], [0.0, 0.0, 0.0], [0.0, 0.0, 0.0], [0.0, 0.0, 0.0], [0.0, 0.0, 0.0], [0.0, 0.0, 0.0], [0.0, 0.0, 0.0], [0.0, 0.0, 0.0]],
  "lowdin_charge": [0.254, 0.242, 0.713, 0.097, 0.107, 0.686, 0.016, 0.073, -0.246, -0.095, 0.085, -0.140, -0.353, -0.658, -0.128, -0.002, -0.103, 0.006, 0.073, -0.046, -0.086, -0.089, -0.140, -0.627, 0.005, -0.588, 0.004, 0.127, 0.119, 0.109, 0.110, 0.109, 0.133, 0.125, 0.108],
  "charge": 0,
  "fmax_ev_per_a": 0.37,
  "e_above_lowest_kcal_mol": 7.8,
  "spin_multiplicity": 1,
  "homo_energy_ha": [-0.3068, -0.3067]
}